# 1
Here is a structure of composition C26H39MnN6SSeSi from the Open Molecules 2025 dataset. Energies are from ωB97M-V/def2-TZVPD.

Results
- M (g mol⁻¹) = 629.69
- orbital gap (spin up / spin down) (eV) = 7.836 / 7.955
- LUMO (spin up / spin down) (eV) = -1.8 / -1.9
- 2S+1 = 6
- charge = +1

Each line ends with the Mulliken charge.
CARTESIAN COORDINATES (ANGSTROEM)
Mn: 0.07 0.22 0.46  0.310
C: -0.68 -1.95 -1.93  -1.748
N: -0.26 -0.55 -1.83  0.780
C: 1.05 -0.33 -2.44  -1.499
C: 2.17 -0.85 -1.56  1.063
C: 3.39 -1.24 -2.11  -1.127
C: 4.40 -1.64 -1.26  -0.389
C: 4.17 -1.65 0.11  -0.805
C: 2.93 -1.25 0.57  -0.455
N: 1.95 -0.86 -0.25  0.621
C: -1.27 0.37 -2.34  -1.447
C: -2.41 0.54 -1.36  1.003
C: -3.68 0.92 -1.80  -1.118
C: -4.67 1.12 -0.86  -0.395
C: -4.38 0.93 0.49  -0.928
C: -3.10 0.54 0.83  -0.490
N: -2.14 0.35 -0.07  0.716
C: -0.82 -2.72 -0.64  0.748
C: -1.16 -4.07 -0.73  -1.025
C: -1.31 -4.81 0.43  -0.397
C: -1.11 -4.18 1.65  -0.896
C: -0.77 -2.84 1.65  -0.401
N: -0.62 -2.12 0.53  0.638
H: -1.66 -2.00 -2.44  0.592
H: 0.01 -2.50 -2.57  0.589
H: 1.13 -0.78 -3.43  0.459
H: 1.20 0.75 -2.54  0.360
H: 3.53 -1.22 -3.18  0.493
H: 5.36 -1.94 -1.66  0.439
H: 4.94 -1.96 0.81  0.451
H: 2.69 -1.24 1.63  0.406
H: -0.80 1.36 -2.46  0.298
H: -1.66 0.06 -3.31  0.483
H: -3.87 1.05 -2.85  0.497
H: -5.66 1.43 -1.16  0.449
H: -5.13 1.06 1.25  0.447
H: -2.82 0.37 1.86  0.541
H: -1.31 -4.52 -1.70  0.500
H: -1.59 -5.86 0.38  0.423
H: -1.22 -4.71 2.58  0.465
H: -0.60 -2.32 2.58  0.287
C: 0.37 4.78 -2.52  -1.022
Si: 1.30 4.46 -0.92  0.236
C: 0.86 5.75 0.36  -0.968
C: 3.15 4.43 -1.25  -1.006
Se: 0.67 2.44 -0.12  0.173
H: 0.59 5.78 -2.91  0.373
H: -0.71 4.71 -2.37  0.285
H: 0.65 4.06 -3.29  0.282
H: 1.17 6.75 0.04  0.372
H: 1.35 5.53 1.31  0.263
H: -0.22 5.77 0.53  0.269
H: 3.51 5.42 -1.55  0.357
H: 3.39 3.73 -2.05  0.283
H: 3.69 4.13 -0.36  0.291
C: -0.48 2.86 5.64  -1.180
N: -0.13 2.38 4.31  0.175
C: -0.99 2.89 3.26  -0.686
C: 0.58 1.24 4.14  0.293
S: 0.18 0.11 2.92  -0.439
N: 1.61 1.00 4.97  0.164
C: 2.25 -0.30 5.01  -1.011
C: 2.39 2.06 5.58  -1.194
H: -1.56 2.75 5.77  0.371
H: -0.23 3.91 5.76  0.343
H: 0.02 2.28 6.41  0.395
H: -1.06 3.97 3.38  0.400
H: -2.00 2.47 3.33  0.319
H: -0.58 2.67 2.28  -0.250
H: 1.52 -1.09 4.90  0.359
H: 2.74 -0.40 5.98  0.363
H: 3.00 -0.39 4.22  0.310
H: 2.01 3.04 5.29  0.381
H: 3.42 1.98 5.23  0.413
H: 2.39 1.98 6.67  0.350

=====

# 2
Here is a structure of composition C26H40AsClNP2PdS4 from the Open Molecules 2025 dataset. Energies are from ωB97M-V/def2-TZVPD.

Results
- relative energy (zero: lowest compared OMol25 entry of this formula, charge and spin) (eV) = 0.165
- M (g mol⁻¹) = 773.62
- orbital gap (eV) = 6.543
- LUMO (eV) = 1.9
- charge = -1

Each line ends with the Mulliken charge.
CARTESIAN COORDINATES (ANGSTROEM)
Pd: 0.14 -1.21 -0.10  -1.161
C: -1.01 -2.62 -3.42  -1.517
C: 0.09 -1.60 -3.72  1.364
C: -0.22 -0.98 -5.08  -2.003
P: 0.45 -0.44 -2.31  2.015
C: 2.08 0.37 -2.61  1.148
C: 2.40 0.63 -4.08  -1.756
C: 2.24 1.66 -1.80  -1.556
C: -0.74 0.94 -2.21  -0.306
C: -1.32 1.60 -3.29  -0.602
C: -2.18 2.67 -3.12  0.222
C: -2.85 3.33 -4.30  -1.718
C: -2.44 3.09 -1.82  -0.822
C: -1.85 2.48 -0.72  -0.874
C: -0.96 1.41 -0.90  -0.348
N: -0.31 0.78 0.15  2.352
C: -0.02 1.39 1.35  -1.392
C: 0.15 2.78 1.51  -0.482
C: 0.41 3.32 2.75  -1.025
C: 0.53 2.53 3.90  0.399
C: 0.84 3.13 5.24  -1.592
C: 0.40 1.16 3.74  -0.254
C: 0.16 0.58 2.49  -0.087
P: -0.12 -1.19 2.26  1.804
C: -1.81 -1.40 3.01  0.481
C: -2.81 -0.35 2.53  -1.564
C: -2.37 -2.81 2.87  -1.353
C: 0.95 -2.11 3.48  0.626
C: 2.34 -1.54 3.76  -1.515
C: 1.10 -3.61 3.17  -1.216
H: -1.10 -3.27 -4.30  0.525
H: -1.97 -2.14 -3.24  0.329
H: -0.77 -3.24 -2.56  0.119
H: 1.05 -2.13 -3.76  -0.031
H: -1.25 -0.61 -5.12  0.462
H: -0.14 -1.77 -5.83  0.489
H: 0.45 -0.18 -5.39  0.327
H: 2.79 -0.37 -2.25  0.188
H: 1.69 1.33 -4.54  0.256
H: 2.43 -0.29 -4.66  0.357
H: 3.39 1.09 -4.14  0.506
H: 1.60 2.45 -2.19  0.304
H: 3.28 1.99 -1.89  0.569
H: 2.02 1.52 -0.74  -0.013
H: -1.10 1.27 -4.29  0.148
H: -2.29 3.15 -5.22  0.365
H: -2.92 4.41 -4.16  0.394
H: -3.86 2.95 -4.45  0.315
H: -3.13 3.91 -1.65  0.362
H: -2.08 2.83 0.27  0.630
H: 0.07 3.43 0.65  0.622
H: 0.54 4.39 2.84  0.328
H: 0.55 4.18 5.28  0.383
H: 1.91 3.08 5.47  0.283
H: 0.32 2.61 6.04  0.372
H: 0.49 0.52 4.61  0.372
H: -1.61 -1.19 4.07  0.434
H: -3.05 -0.49 1.47  0.141
H: -2.44 0.66 2.67  0.235
H: -3.73 -0.46 3.11  0.615
H: -2.44 -3.09 1.82  0.186
H: -3.37 -2.85 3.31  0.456
H: -1.76 -3.55 3.39  0.331
H: 0.35 -2.01 4.39  0.481
H: 3.02 -1.78 2.95  0.244
H: 2.72 -2.01 4.67  0.483
H: 2.35 -0.46 3.91  0.345
H: 1.83 -3.77 2.38  -0.043
H: 0.17 -4.09 2.86  0.267
H: 1.46 -4.11 4.07  0.482
S: 4.09 -4.04 0.83  -0.495
As: 2.88 -2.97 -0.48  0.391
S: 2.36 -0.92 0.37  -0.385
S: 0.70 -3.45 -0.30  -0.460
S: 3.45 -2.80 -2.50  -0.480
Cl: -2.14 -1.74 -0.50  -0.457

=====

# 3
Here is a cluster of 7 separate species, C26H40Br2O18 in total from the Open Molecules 2025 dataset. Energies are from ωB97M-V/def2-TZVPD.

Results
- relative energy (zero: lowest compared OMol25 entry of this formula, charge and spin) (eV) = 2.756
- M (g mol⁻¹) = 800.40
- SMILES = C[C@H]1COC(=O)O1.C[C@H]1COC(=O)O1.C[C@H]1COC(=O)O1.C[C@H]1COC(=O)O1.C[C@H]1COC(=O)O1.C[C@H]1COC(=O)O1.BrCCBr
- orbital gap (eV) = 10.451
- LUMO (eV) = 0.4
- charge = 0

Each line ends with the Mulliken charge.
CARTESIAN COORDINATES (ANGSTROEM)
Br: 1.20 1.10 0.61  -0.141
C: 0.30 0.25 -0.95  -0.466
C: 0.70 -1.25 -0.80  -0.741
Br: -0.02 -2.45 -2.25  -0.191
H: 0.61 0.71 -1.89  0.350
H: -0.77 0.42 -1.02  0.406
H: 0.32 -1.77 0.07  0.405
H: 1.79 -1.36 -0.76  0.379
C: 2.23 3.20 -7.40  -1.362
C: 2.67 1.71 -7.46  0.385
C: 4.12 1.81 -7.65  -0.453
O: 4.59 1.41 -6.39  -0.301
C: 3.68 1.21 -5.54  0.672
O: 3.86 1.16 -4.33  -0.584
O: 2.41 1.23 -6.12  -0.322
H: 2.31 3.71 -8.36  0.400
H: 2.72 3.79 -6.62  0.326
H: 1.16 3.26 -7.18  0.350
H: 2.04 1.09 -8.11  0.351
H: 4.62 2.77 -7.80  0.260
H: 4.51 1.08 -8.36  0.275
C: 0.49 -0.14 7.12  -1.312
C: 0.12 1.12 6.18  0.269
C: -1.35 1.44 5.93  -0.355
O: -1.38 2.83 6.16  -0.314
C: -0.23 3.32 6.68  0.672
O: 0.02 4.51 6.86  -0.575
O: 0.60 2.29 6.91  -0.328
H: 0.07 -1.13 6.94  0.368
H: 0.20 0.12 8.14  0.370
H: 1.57 -0.27 7.07  0.328
H: 0.67 1.08 5.24  0.296
H: -1.89 0.86 6.68  0.280
H: -1.64 1.25 4.90  0.300
C: 3.54 -6.46 0.64  -1.471
C: 3.10 -6.13 2.01  0.450
C: 4.28 -6.06 2.95  -0.381
O: 3.96 -4.83 3.69  -0.342
C: 2.92 -4.16 3.02  0.646
O: 2.66 -2.95 3.11  -0.561
O: 2.52 -4.89 1.98  -0.299
H: 4.15 -7.33 0.38  0.356
H: 3.99 -5.60 0.13  0.381
H: 2.62 -6.61 0.08  0.354
H: 2.35 -6.85 2.34  0.270
H: 5.19 -5.77 2.42  0.298
H: 4.35 -6.95 3.56  0.303
C: 6.59 2.26 3.07  -1.327
C: 6.46 0.75 2.92  0.398
C: 5.93 0.38 1.53  -0.373
O: 7.01 -0.09 0.79  -0.285
C: 8.10 -0.16 1.65  0.582
O: 9.19 -0.64 1.31  -0.569
O: 7.77 0.17 2.93  -0.339
H: 7.34 2.95 2.69  0.321
H: 6.69 2.45 4.14  0.376
H: 5.59 2.63 2.85  0.359
H: 5.80 0.31 3.67  0.313
H: 5.36 1.23 1.16  0.292
H: 5.22 -0.44 1.64  0.251
C: -4.36 -1.19 -5.08  -1.466
C: -4.99 0.16 -5.42  0.546
C: -6.36 0.16 -6.02  -0.480
O: -7.07 1.17 -5.36  -0.320
C: -6.56 1.41 -4.18  0.678
O: -7.06 2.01 -3.22  -0.568
O: -5.27 0.83 -4.22  -0.315
H: -3.43 -1.07 -4.53  0.365
H: -4.27 -1.81 -5.97  0.377
H: -4.98 -1.76 -4.39  0.366
H: -4.33 0.77 -6.03  0.239
H: -6.70 -0.86 -5.83  0.273
H: -6.49 0.37 -7.09  0.305
C: -8.85 3.03 1.79  -1.371
C: -8.07 1.86 2.40  0.560
C: -8.32 0.58 1.75  -0.491
O: -6.97 0.15 1.47  -0.331
C: -6.15 1.18 1.60  0.738
O: -4.95 1.13 1.30  -0.639
O: -6.75 2.20 2.12  -0.338
H: -8.52 4.04 2.04  0.343
H: -9.88 2.96 2.16  0.380
H: -8.85 3.06 0.70  0.332
H: -8.27 1.63 3.44  0.244
H: -9.00 0.54 0.89  0.271
H: -8.48 -0.16 2.53  0.304

=====

# 4
Here is a structure of composition C26H40CrO15 from the Open Molecules 2025 dataset. Energies are from ωB97M-V/def2-TZVPD.

Results
- relative energy (zero: lowest compared OMol25 entry of this formula, charge and spin) (eV) = 5.366
- M (g mol⁻¹) = 644.59
- orbital gap (spin up / spin down) (eV) = 7.502 / 8.815
- LUMO (spin up / spin down) (eV) = -4.4 / -3.0
- 2S+1 = 4
- charge = +1

Each line ends with the Mulliken charge.
CARTESIAN COORDINATES (ANGSTROEM)
Cr: 0.62 -2.02 -0.15  0.770
C: 0.28 -4.18 -3.60  -1.181
C: 0.40 -3.31 -2.36  1.248
O: -0.44 -3.12 -1.57  -0.600
O: 1.50 -2.79 -2.06  -0.604
H: -0.25 -3.54 -4.30  0.253
H: -0.17 -5.15 -3.42  0.399
H: 1.26 -4.53 -3.94  0.320
O: 0.19 -0.30 -0.91  -0.721
H: -0.14 0.45 -1.45  0.114
O: -5.97 4.03 0.07  -0.616
C: -4.78 3.79 -0.31  0.344
O: -4.31 2.46 -0.23  -0.307
C: -3.12 2.38 -1.07  0.299
C: -2.91 3.81 -1.69  -0.469
C: -3.80 4.75 -1.00  -0.437
H: -3.38 1.66 -1.85  0.192
H: -2.31 1.88 -0.54  -0.188
H: -3.37 3.78 -2.68  0.374
H: -1.89 4.20 -1.70  0.251
H: -4.11 5.61 -1.60  0.376
H: -3.38 5.18 -0.09  0.210
O: 0.61 -0.69 2.00  -0.135
C: 0.66 -0.65 3.20  0.199
O: 1.35 -1.54 3.75  -0.391
C: 1.03 -1.58 5.17  -0.600
C: -0.05 -0.59 5.38  -0.694
C: 0.02 0.38 4.21  -0.329
H: 1.82 -1.57 5.92  0.447
H: 0.55 -2.54 5.38  0.269
H: 0.34 -0.09 6.27  0.280
H: -0.97 -1.06 5.70  0.362
H: 0.65 1.27 4.25  0.402
H: -1.01 0.69 4.02  0.235
O: 3.63 2.34 -0.38  -0.608
C: 2.53 2.69 0.07  0.445
O: 2.25 2.58 1.44  -0.313
C: 1.11 3.33 1.77  -0.532
C: 0.29 3.13 0.50  0.624
C: 1.25 3.05 -0.66  -0.107
H: 1.47 4.32 2.05  0.313
H: 0.61 2.82 2.58  0.100
H: -0.38 3.98 0.53  0.349
H: -0.11 2.12 0.63  -0.549
H: 1.38 3.94 -1.28  0.462
H: 1.01 2.19 -1.28  -0.182
O: 2.53 -1.48 0.29  -0.053
C: 3.68 -1.49 0.76  0.509
O: 4.41 -2.68 0.58  -0.341
C: 5.17 -2.82 1.80  -0.547
C: 5.49 -1.50 2.30  -0.362
C: 4.53 -0.51 1.60  -0.335
H: 5.95 -3.55 1.58  0.357
H: 4.62 -3.42 2.53  0.230
H: 6.46 -1.34 1.85  0.233
H: 5.51 -1.57 3.39  0.314
H: 4.99 0.30 1.03  0.375
H: 3.89 0.16 2.16  0.178
O: 0.76 2.66 -6.12  -0.585
C: 0.78 1.48 -5.83  0.570
O: 1.76 0.64 -6.33  -0.386
C: 1.32 -0.74 -6.38  -0.518
C: 0.07 -0.74 -5.51  0.312
C: -0.36 0.72 -5.23  -0.294
H: 2.00 -1.53 -6.05  0.373
H: 0.92 -0.98 -7.36  0.246
H: 0.34 -1.21 -4.57  -0.582
H: -0.69 -1.26 -6.11  0.530
H: -0.60 0.83 -4.17  0.041
H: -1.22 0.95 -5.85  0.240
O: -1.29 -2.06 0.78  -0.321
C: -2.33 -1.94 1.39  0.412
O: -3.12 -1.02 1.11  -0.136
C: -4.39 -1.12 1.63  -0.364
C: -4.29 -2.32 2.65  -0.587
C: -2.88 -2.82 2.52  -0.250
H: -4.93 -1.26 0.69  0.279
H: -4.64 -0.19 2.13  0.276
H: -5.08 -3.07 2.62  0.380
H: -4.27 -2.11 3.72  0.274
H: -2.90 -3.90 2.32  0.322
H: -2.15 -2.70 3.32  0.138

=====

# 5
Here is a cluster of 3 separate species, C26H40FN5O3S2 in total from the Open Molecules 2025 dataset. Energies are from ωB97M-V/def2-TZVPD.

Results
- M (g mol⁻¹) = 553.77
- SMILES = CNCc1c(F)cc(CCCO)c2ncc(CCCSC(=S)n3ccnc3)nc12.CC(C)O.CC(C)O
- orbital gap (eV) = 7.129
- LUMO (eV) = -1.2
- charge = 0

Each line ends with the Mulliken charge.
CARTESIAN COORDINATES (ANGSTROEM)
C: 0.55 -1.70 3.67  -0.588
N: 0.61 -0.51 4.54  -0.374
C: 0.71 0.75 3.78  -1.130
C: -0.32 0.88 2.69  0.657
C: -1.65 0.64 2.93  -0.360
F: -2.05 0.28 4.16  -0.390
C: -2.65 0.78 1.95  -0.838
C: -2.30 1.18 0.68  0.971
C: -3.32 1.39 -0.41  -0.529
C: -4.74 0.96 -0.07  -1.011
C: -4.96 -0.55 -0.06  -0.267
O: -4.09 -1.17 -1.00  -0.557
C: -0.93 1.42 0.38  -0.003
N: -0.61 1.82 -0.87  -0.467
C: 0.65 2.02 -1.10  -0.847
C: 1.65 1.86 -0.12  0.827
C: 3.10 2.08 -0.47  -1.270
C: 3.67 0.77 -1.07  0.326
C: 3.51 0.69 -2.59  -0.827
S: 2.81 -0.86 -3.25  -0.117
C: 3.33 -2.12 -2.10  -0.010
S: 4.87 -2.54 -1.97  -0.148
N: 2.32 -2.78 -1.37  0.339
C: 1.82 -4.05 -1.62  -0.128
C: 0.89 -4.30 -0.67  -0.660
N: 0.79 -3.22 0.20  -0.512
C: 1.64 -2.34 -0.26  0.278
N: 1.38 1.51 1.11  -0.297
C: 0.06 1.28 1.37  0.268
H: -0.48 -2.04 3.60  0.160
H: 0.93 -1.52 2.66  0.047
H: 1.17 -2.49 4.09  0.420
H: 1.47 -0.59 5.06  0.297
H: 0.57 1.57 4.50  0.350
H: 1.71 0.87 3.38  0.418
H: -3.66 0.57 2.23  0.450
H: -3.34 2.45 -0.66  0.399
H: -2.97 0.89 -1.31  0.470
H: -5.11 1.40 0.84  0.408
H: -5.37 1.34 -0.87  0.396
H: -5.98 -0.72 -0.39  0.232
H: -4.88 -0.97 0.94  0.448
H: -4.26 -2.11 -0.96  0.279
H: 0.95 2.33 -2.10  0.415
H: 3.63 2.30 0.44  0.309
H: 3.15 2.89 -1.19  0.571
H: 4.71 0.69 -0.77  0.237
H: 3.14 -0.04 -0.58  -0.253
H: 2.82 1.46 -2.91  0.347
H: 4.47 0.85 -3.08  0.524
H: 2.13 -4.68 -2.43  0.413
H: 0.29 -5.18 -0.52  0.422
H: 1.75 -1.39 0.23  -0.064
C: 7.06 1.46 3.36  -1.453
C: 6.95 1.49 1.84  0.784
C: 8.00 0.59 1.20  -1.359
O: 7.09 2.83 1.36  -0.548
H: 8.04 1.83 3.68  0.367
H: 6.30 2.11 3.81  0.349
H: 6.92 0.45 3.75  0.362
H: 5.95 1.16 1.54  0.058
H: 9.00 0.93 1.45  0.393
H: 7.91 0.62 0.11  0.327
H: 7.89 -0.44 1.52  0.360
H: 7.97 3.14 1.62  0.349
C: -9.00 -0.53 -3.92  -1.396
C: -7.65 -0.28 -3.28  0.455
C: -6.51 -0.81 -4.15  -1.198
O: -7.59 -0.89 -1.99  -0.510
H: -9.17 -1.61 -4.05  0.359
H: -9.80 -0.15 -3.29  0.332
H: -9.07 -0.05 -4.90  0.376
H: -7.51 0.79 -3.12  0.262
H: -6.60 -1.89 -4.28  0.334
H: -5.55 -0.62 -3.67  0.246
H: -6.51 -0.33 -5.13  0.392
H: -7.70 -1.84 -2.11  0.325

=====

# 6
Here is a structure of composition C26H41Br2ClOSi2 from the Open Molecules 2025 dataset. Energies are from ωB97M-V/def2-TZVPD.

Results
- M (g mol⁻¹) = 621.05
- orbital gap (eV) = 10.129
- LUMO (eV) = 0.6
- charge = 0

Each line ends with the Mulliken charge.
CARTESIAN COORDINATES (ANGSTROEM)
C: 1.09 -0.02 5.65  -0.833
C: 0.19 -0.79 5.02  0.058
Si: -0.88 0.01 3.73  0.086
O: 0.05 0.32 2.41  0.094
Si: -0.44 0.94 0.95  0.092
C: -0.88 2.75 1.09  -0.528
C: -1.80 3.17 -0.07  -0.417
C: -3.27 2.87 0.18  -0.529
Cl: -3.92 3.86 1.53  -0.226
C: 0.92 0.64 -0.28  -1.010
C: 1.15 -0.87 -0.54  -0.568
C: 2.54 -1.39 -0.13  -0.979
C: 2.50 -2.75 0.57  -0.978
C: 1.77 -2.75 1.92  0.769
C: 2.65 -2.30 3.09  -1.378
C: -2.34 -1.10 3.20  -0.393
Br: -3.91 0.05 3.20  -0.086
C: -2.44 -2.38 4.05  0.007
C: -1.60 -3.48 3.40  -0.965
Br: -4.27 -3.02 4.27  -0.136
H: 1.85 -0.43 6.30  0.266
H: 1.10 1.06 5.53  0.230
H: 0.18 -1.85 5.26  0.307
H: -1.39 1.29 4.26  -0.287
H: -1.64 0.19 0.48  -0.126
H: -1.36 2.99 2.04  0.520
H: 0.06 3.31 1.03  0.339
H: -1.53 2.62 -0.98  0.189
H: -1.69 4.23 -0.30  0.127
H: -3.87 3.10 -0.69  0.424
H: -3.43 1.83 0.45  0.238
H: 0.65 1.15 -1.21  0.424
H: 1.83 1.11 0.11  0.555
H: 0.38 -1.47 -0.05  0.269
H: 1.01 -1.06 -1.61  0.412
H: 3.07 -0.65 0.46  0.494
H: 3.12 -1.52 -1.05  0.369
H: 2.00 -3.45 -0.11  0.180
H: 3.52 -3.11 0.72  0.438
H: 0.88 -2.11 1.87  -0.501
H: 1.40 -3.76 2.12  0.413
H: 2.65 -1.22 3.20  0.228
H: 2.30 -2.72 4.04  0.354
H: 3.68 -2.62 2.94  0.422
H: -2.25 -1.39 2.15  0.458
H: -2.09 -2.20 5.06  0.329
H: -1.93 -4.47 3.72  0.527
H: -1.67 -3.44 2.32  0.311
H: -0.55 -3.38 3.69  0.010
C: -2.22 6.38 -2.62  -0.558
C: -1.71 6.85 -3.82  -0.392
C: -2.36 6.56 -5.01  -0.401
C: -3.53 5.81 -5.00  -0.329
C: -4.04 5.35 -3.80  -0.493
C: -3.39 5.63 -2.61  -0.167
H: -1.71 6.60 -1.69  0.386
H: -0.80 7.44 -3.83  0.359
H: -1.96 6.93 -5.95  0.358
H: -4.04 5.59 -5.93  0.360
H: -4.95 4.76 -3.79  0.368
H: -3.79 5.26 -1.67  0.504
C: 3.83 -3.34 -5.21  -0.403
C: 4.67 -4.29 -4.66  -0.370
C: 4.27 -5.03 -3.56  -0.455
C: 3.02 -4.82 -3.00  -0.322
C: 2.17 -3.87 -3.55  -0.290
C: 2.57 -3.12 -4.65  -0.401
H: 4.14 -2.76 -6.06  0.364
H: 5.65 -4.46 -5.10  0.363
H: 4.93 -5.78 -3.13  0.364
H: 2.70 -5.40 -2.14  0.388
H: 1.19 -3.70 -3.11  0.394
H: 1.91 -2.38 -5.07  0.375

=====

DFT total energy per entry: -151914.23803 -167867.61959 -204547.76170 -86735.08769 -65590.32088 -198040.02788 eV